Entry 1:
{
  "formula": "C36H32BrClN2O4P2Zn",
  "method": "ωB97M-V/def2-TZVPD",
  "orbital_gap_ha": 0.264,
  "elements": ["Zn", "C", "P", "C", "C", "C", "C", "C", "C", "C", "C", "C", "C", "C", "C", "C", "C", "C", "C", "C", "P", "C", "C", "C", "C", "C", "C", "C", "C", "C", "C", "C", "C", "N", "H", "H", "H", "H", "H", "H", "H", "H", "H", "H", "H", "H", "H", "H", "H", "H", "H", "H", "H", "H", "H", "H", "H", "H", "H", "H", "C", "C", "C", "C", "C", "Br", "N", "C", "H", "H", "H", "H", "H", "H", "O", "Cl", "O", "O", "O"],
  "xyz": [[0.698, 0.341, 0.725], [-0.142, -0.062, 3.679], [-0.350, -1.236, 2.262], [0.484, -2.843, 2.386], [1.880, -2.827, 2.372], [2.585, -3.973, 2.057], [1.909, -5.149, 1.770], [0.525, -5.177, 1.809], [-0.189, -4.026, 2.090], [-2.135, -1.521, 2.462], [-2.633, -2.281, 3.515], [-3.997, -2.445, 3.659], [-4.869, -1.837, 2.768], [-4.376, -1.037, 1.751], [-3.010, -0.876, 1.598], [-0.666, 1.212, 3.071], [-1.579, 2.140, 3.521], [-1.705, 3.112, 2.507], [-0.872, 2.724, 1.481], [-0.631, 3.334, 0.132], [0.037, 2.053, -1.029], [1.760, 2.533, -1.333], [2.536, 3.145, -0.357], [3.882, 3.367, -0.588], [4.463, 2.945, -1.773], [3.696, 2.329, -2.749], [2.347, 2.128, -2.532], [-0.715, 2.584, -2.608], [-1.704, 1.811, -3.202], [-2.287, 2.223, -4.389], [-1.878, 3.403, -4.987], [-0.885, 4.171, -4.401], [-0.306, 3.767, -3.215], [-0.234, 1.577, 1.829], [0.915, 0.039, 3.938], [-0.720, -0.379, 4.554], [2.423, -1.916, 2.584], [3.661, -3.935, 2.008], [2.459, -6.040, 1.504], [-0.004, -6.093, 1.593], [-1.270, -4.042, 2.071], [-1.950, -2.739, 4.218], [-4.381, -3.045, 4.472], [-5.934, -1.985, 2.878], [-5.051, -0.542, 1.070], [-2.614, -0.241, 0.815], [-2.098, 2.123, 4.461], [-2.331, 3.984, 2.523], [0.084, 4.163, 0.182], [-1.571, 3.712, -0.287], [2.107, 3.411, 0.598], [4.488, 3.816, 0.183], [5.522, 3.082, -1.927], [4.149, 1.993, -3.672], [1.740, 1.650, -3.294], [-2.011, 0.886, -2.732], [-3.061, 1.628, -4.851], [-2.333, 3.727, -5.912], [-0.565, 5.089, -4.872], [0.476, 4.358, -2.759], [-2.071, -2.979, -2.597], [-0.697, -2.427, -2.385], [0.321, -2.617, -3.317], [1.586, -2.151, -3.034], [1.804, -1.481, -1.831], [3.588, -0.998, -1.443], [0.836, -1.238, -0.958], [-0.373, -1.725, -1.231], [-2.137, -3.509, -3.545], [-2.819, -2.187, -2.591], [-2.312, -3.676, -1.795], [0.130, -3.154, -4.233], [2.409, -2.302, -3.712], [-1.126, -1.559, -0.469], [4.076, -0.451, 2.318], [3.446, 0.752, 1.931], [4.382, 1.743, 1.603], [2.542, 1.187, 2.927], [2.647, 0.456, 0.736]],
  "mulliken_charge": [-0.163, -0.999, 0.363, 0.747, -0.474, -0.763, -0.490, -0.720, -0.872, 0.376, -0.241, -0.753, -0.617, -0.882, 0.078, 0.344, -1.153, -1.137, -0.125, -1.572, 1.604, 0.430, -0.629, -0.485, -0.609, -0.825, -0.639, 0.140, -0.395, -0.625, -0.518, -0.753, -0.204, 2.535, 0.496, 0.547, 0.396, 0.471, 0.399, 0.405, 0.383, 0.478, 0.424, 0.390, 0.460, 0.357, 0.532, 0.550, 0.430, 0.588, 0.186, 0.418, 0.383, 0.403, 0.494, 0.415, 0.422, 0.387, 0.412, 0.459, -1.428, 0.512, -0.765, -0.799, -0.342, -0.051, 0.846, -0.406, 0.389, 0.312, 0.307, 0.421, 0.513, 0.326, -0.735, 1.939, -0.663, -0.747, -0.885]
}



Entry 2:
{
  "formula": "C36H32CrIP2",
  "method": "ωB97M-V/def2-TZVPD",
  "charge": 2,
  "orbital_gap_ha": [0.234, 0.284],
  "spin_multiplicity": 4,
  "elements": ["C", "C", "C", "C", "C", "C", "P", "C", "C", "C", "C", "C", "C", "Cr", "P", "C", "C", "C", "C", "C", "C", "C", "C", "C", "C", "C", "C", "C", "C", "C", "C", "C", "C", "C", "C", "C", "C", "C", "C", "H", "H", "H", "H", "H", "H", "H", "H", "H", "H", "H", "H", "H", "H", "H", "H", "H", "H", "H", "H", "H", "H", "H", "H", "H", "H", "H", "H", "H", "H", "H", "H", "I"],
  "xyz": [[-2.150, 3.892, -0.138], [-1.252, 3.502, 0.869], [-0.240, 4.395, 1.272], [-0.167, 5.664, 0.707], [-1.113, 6.088, -0.217], [-2.090, 5.180, -0.644], [-1.274, 1.762, 1.343], [-0.385, 1.796, 2.922], [0.948, 1.334, 2.939], [1.646, 1.383, 4.140], [1.075, 1.939, 5.292], [-0.233, 2.435, 5.246], [-0.972, 2.340, 4.066], [0.601, 1.329, 0.075], [0.366, 1.123, -2.162], [1.267, 2.703, -1.917], [0.925, 3.862, -2.631], [1.678, 5.021, -2.459], [2.763, 5.036, -1.580], [3.063, 3.907, -0.820], [2.289, 2.755, -0.911], [1.384, -0.038, -3.106], [0.948, -1.367, -3.260], [1.766, -2.305, -3.877], [3.021, -1.933, -4.364], [3.478, -0.625, -4.170], [2.667, 0.319, -3.530], [-1.162, 1.325, -3.074], [-2.407, 0.971, -2.514], [-3.561, 1.152, -3.276], [-3.494, 1.676, -4.570], [-2.256, 2.012, -5.120], [-1.088, 1.834, -4.381], [-2.985, 1.290, 1.617], [-4.002, 2.226, 1.909], [-5.325, 1.814, 2.117], [-5.671, 0.461, 2.033], [-4.672, -0.476, 1.746], [-3.351, -0.069, 1.539], [-0.028, -1.668, -2.876], [1.423, -3.336, -3.976], [3.650, -2.668, -4.877], [4.468, -0.327, -4.519], [3.018, 1.349, -3.400], [0.059, 3.854, -3.303], [1.400, 5.909, -3.021], [3.369, 5.931, -1.500], [3.906, 3.936, -0.140], [2.467, 1.877, -0.235], [-2.457, 0.532, -1.509], [-4.523, 0.874, -2.853], [-4.405, 1.819, -5.141], [-2.174, 2.412, -6.131], [-0.109, 2.071, -4.816], [-3.778, 3.300, 1.979], [-6.094, 2.560, 2.339], [-6.701, 0.132, 2.175], [-4.924, -1.533, 1.674], [-2.579, -0.813, 1.308], [1.421, 0.912, 2.028], [2.663, 0.992, 4.185], [1.659, 1.985, 6.209], [-0.677, 2.888, 6.134], [-2.009, 2.685, 4.041], [0.510, 4.079, 1.998], [0.654, 6.324, 0.985], [-1.056, 7.097, -0.615], [-2.833, 5.395, -1.406], [-2.894, 3.202, -0.552], [-1.487, 6.823, -2.602], [-2.107, 6.395, -2.668], [0.210, -1.216, 0.123]],
  "mulliken_spin": [0.033, -0.014, 0.000, 0.012, -0.016, 0.003, -0.163, -0.048, 0.061, 0.021, 0.002, 0.000, -0.007, 3.638, -0.278, -0.026, 0.037, 0.000, 0.004, 0.017, 0.076, -0.009, -0.003, 0.007, -0.014, 0.006, -0.019, 0.013, 0.003, 0.001, 0.002, -0.001, 0.001, -0.017, -0.008, 0.002, -0.006, 0.003, -0.006, 0.002, 0.000, 0.000, 0.000, 0.000, 0.002, 0.000, 0.000, 0.000, -0.046, 0.015, 0.000, 0.000, -0.001, 0.000, 0.000, 0.000, 0.000, 0.000, 0.002, -0.085, 0.000, 0.000, 0.000, -0.001, -0.011, 0.000, 0.000, 0.000, 0.001, 0.000, 0.000, -0.182]
}



Entry 3:
{
  "formula": "C36H32FP2Tb",
  "method": "ωB97M-V/def2-TZVPD",
  "charge": 2,
  "orbital_gap_ha": [0.267, 0.284],
  "spin_multiplicity": 7,
  "elements": ["C", "C", "C", "C", "C", "C", "P", "C", "C", "C", "C", "C", "C", "Tb", "P", "C", "C", "C", "C", "C", "C", "C", "C", "C", "C", "C", "C", "C", "C", "C", "C", "C", "C", "C", "C", "C", "C", "C", "C", "H", "H", "H", "H", "H", "H", "H", "H", "H", "H", "H", "H", "H", "H", "H", "H", "H", "H", "H", "H", "H", "H", "H", "H", "H", "H", "H", "H", "H", "H", "H", "H", "F"],
  "xyz": [[0.606, -1.093, -4.050], [-0.359, -1.562, -3.151], [-1.669, -1.677, -3.650], [-1.981, -1.489, -4.999], [-0.970, -1.189, -5.921], [0.328, -1.021, -5.404], [0.082, -1.825, -1.409], [-1.201, -3.021, -0.900], [-2.210, -2.521, -0.051], [-3.288, -3.354, 0.268], [-3.353, -4.678, -0.159], [-2.316, -5.205, -0.950], [-1.245, -4.364, -1.321], [-0.507, 0.384, 0.208], [0.103, 1.773, -2.006], [-1.239, 1.976, -3.154], [-1.095, 2.307, -4.511], [-2.240, 2.297, -5.308], [-3.480, 1.959, -4.783], [-3.596, 1.641, -3.439], [-2.491, 1.634, -2.614], [-0.289, 3.069, -0.688], [0.521, 2.881, 0.476], [0.294, 3.684, 1.603], [-0.659, 4.688, 1.563], [-1.416, 4.915, 0.408], [-1.256, 4.091, -0.720], [1.660, 2.277, -2.734], [2.710, 1.377, -2.482], [3.966, 1.672, -2.973], [4.178, 2.838, -3.707], [3.134, 3.739, -3.917], [1.860, 3.494, -3.403], [1.647, -2.742, -1.440], [2.078, -3.575, -2.487], [3.309, -4.261, -2.403], [4.100, -4.139, -1.262], [3.655, -3.339, -0.211], [2.463, -2.632, -0.295], [1.333, 2.118, 0.470], [0.903, 3.505, 2.479], [-0.818, 5.323, 2.437], [-2.146, 5.728, 0.360], [-1.898, 4.185, -1.623], [-0.086, 2.494, -4.902], [-2.109, 2.537, -6.350], [-4.341, 1.965, -5.434], [-4.554, 1.379, -3.028], [-2.617, 1.302, -1.560], [2.532, 0.458, -1.901], [4.783, 1.000, -2.770], [5.164, 3.054, -4.116], [3.294, 4.656, -4.462], [1.038, 4.216, -3.500], [1.468, -3.690, -3.394], [3.641, -4.893, -3.249], [5.060, -4.661, -1.204], [4.268, -3.269, 0.688], [2.159, -1.967, 0.520], [-2.205, -1.492, 0.372], [-4.105, -2.945, 0.857], [-4.203, -5.321, 0.121], [-2.348, -6.273, -1.270], [-0.428, -4.777, -1.944], [-2.475, -1.889, -2.932], [-3.023, -1.565, -5.340], [-1.214, -1.043, -6.974], [1.217, -0.769, -5.986], [1.606, -0.740, -3.731], [0.155, 1.222, -6.699], [0.768, 1.043, -6.262], [0.978, 0.253, 1.566]],
  "mulliken_spin": [0.001, 0.001, -0.002, 0.000, 0.000, 0.000, -0.042, 0.009, 0.019, -0.006, -0.001, 0.000, 0.001, 6.153, -0.104, -0.006, 0.000, 0.000, -0.001, 0.000, 0.008, -0.015, 0.017, 0.000, 0.000, -0.004, -0.003, -0.013, -0.002, 0.001, 0.000, 0.000, 0.010, -0.009, 0.002, 0.000, 0.000, 0.002, 0.002, -0.004, 0.000, 0.000, 0.000, 0.001, 0.000, 0.000, 0.000, 0.000, 0.001, 0.002, 0.000, 0.000, 0.000, 0.001, 0.000, 0.000, 0.000, 0.000, -0.001, -0.017, 0.000, 0.000, 0.000, 0.000, 0.000, 0.000, 0.000, 0.000, 0.000, 0.000, 0.000, -0.001]
}



Listing total energy for the structures above in their given order: -7297.53798, -3415.31187, -2997.53567 a.u..